# 1
44
Properties=species:S:1:pos:R:3:forces:R:3 method="wB97M-V/def2-TZVPD" molar_mass_g_mol=260.284 lumo_ev=0.02 e_tot_ev=-27045.039 orbital_gap_ev=7.447 de_lowest_ev=5.007 total_charge=0
N -1.95030 0.45375 -0.18165 1.309 0.451 -0.252
C -0.76141 0.67964 0.44717 -0.026 1.005 3.127
C -0.51363 1.64189 1.38530 -0.621 -1.096 -0.641
N -1.56834 2.47028 1.89257 0.853 -0.220 -0.221
C 0.93559 1.87974 1.79732 -0.259 1.192 -1.603
C 1.57439 2.64709 0.55226 0.631 1.240 -0.204
C 2.03976 2.16088 -0.89796 -2.833 -1.098 2.652
O 1.03555 1.28538 -1.45149 1.745 -1.305 -0.974
H -2.04187 -0.42572 -0.61678 -0.817 -0.847 -0.724
H -2.71221 1.00605 0.08727 -1.306 0.236 0.136
H -0.06145 -0.11708 0.49989 0.726 -0.533 -0.951
H -1.17250 3.26092 2.36850 -0.235 0.429 0.078
H -2.26547 2.75639 1.21832 0.126 0.159 -0.008
H 1.06999 2.59343 2.65243 -0.368 -0.762 -0.602
H 1.41407 0.95586 2.06123 0.450 -0.062 -0.168
H 0.79852 3.37441 0.30995 0.022 0.385 0.189
H 2.44287 3.22048 0.91514 -0.187 0.015 -0.031
H 2.07328 3.01003 -1.56931 0.905 0.264 0.216
H 2.94051 1.58189 -0.68723 0.129 0.094 -1.029
H 0.12042 1.53837 -1.36135 -0.102 0.766 0.508
O 1.86102 -0.41253 3.64449 -1.634 -0.013 -1.104
H 1.99978 -1.32537 3.39793 0.512 -0.661 0.327
H 0.98161 -0.29701 3.18480 1.004 0.177 1.066
O 0.73779 -3.60072 -0.50067 0.645 0.415 -0.314
H 0.96316 -4.08182 0.28431 -0.079 -0.649 0.694
H 1.50419 -3.01720 -0.59104 -0.114 0.119 -0.100
O -2.12860 -1.48457 -2.46180 -0.311 0.440 -0.449
H -1.19613 -1.62359 -2.65987 0.061 0.077 -0.484
H -2.43425 -2.37749 -2.27875 -0.321 0.054 0.433
O 2.73175 -1.32252 0.15900 0.297 -1.212 0.140
H 2.39550 -0.64259 -0.40907 -0.321 0.972 -0.143
H 2.84678 -0.99018 1.05246 -0.099 0.398 -0.082
O -1.63563 0.44721 -4.15255 -0.207 0.331 1.959
H -1.15453 0.77488 -3.34193 -0.534 -0.350 -1.483
H -2.33681 -0.09037 -3.69165 0.913 0.400 -0.827
O 0.67078 -1.83269 -2.72722 -0.690 -0.101 0.077
H 0.61791 -1.22246 -1.98915 0.315 0.389 0.124
H 1.59167 -1.97097 -2.91433 0.564 0.001 -0.194
O -1.87592 -3.32623 -0.82554 -0.571 -1.193 -0.700
H -1.03772 -3.41990 -1.31109 -0.063 -0.023 0.966
H -1.69380 -2.96655 0.03297 0.436 0.193 0.471
O -2.24748 -0.74480 2.75097 -0.550 -0.794 0.979
H -1.88785 0.03394 2.33508 0.166 0.713 -0.035
H -2.67100 -0.48015 3.59108 0.440 0.004 -0.819

=====

# 2
45
Properties=species:S:1:pos:R:3:forces:R:3 method="wB97M-V/def2-TZVPD" molar_mass_g_mol=278.275 lumo_ev=2.62 e_tot_ev=-29654.713 orbital_gap_ev=9.407 de_lowest_ev=3.210 total_charge=-1
C -1.09212 -1.00576 -0.03117 -0.003 -0.968 0.462
C -1.78584 -2.16261 0.70377 0.186 -0.059 0.825
C -1.00051 0.19473 0.83930 -0.182 1.643 0.842
N -1.22607 1.41851 0.26253 -0.243 -0.051 -1.382
C -0.67696 1.71485 -1.09017 0.688 -1.145 1.321
C 0.86414 1.52057 -1.06066 0.737 0.288 -0.131
O 1.33143 0.50297 -1.90011 -0.074 0.207 -0.826
O -0.86311 0.18501 2.06934 -0.169 -0.720 -0.220
H -1.74613 -0.77586 -0.87497 0.383 0.028 -0.181
H -0.10643 -1.34691 -0.38274 -0.147 0.345 -0.072
H -1.40170 -2.48871 1.68166 0.607 0.603 -0.264
H -1.68563 -3.05654 0.09209 -0.710 0.054 -0.235
H -2.79966 -1.83651 0.95279 -0.198 -0.585 -0.581
H -1.35741 2.21155 0.86657 0.496 -0.053 0.362
H -1.08167 0.95266 -1.75310 -0.117 0.503 -0.454
H -0.89847 2.73877 -1.37229 -0.468 -0.142 -0.063
H 1.28380 1.32843 -0.06729 -0.679 0.222 0.374
H 1.30899 2.49635 -1.33313 0.102 -0.432 -0.238
H 0.17954 -1.65524 -3.20009 -0.033 0.412 0.193
H 0.65781 -2.81006 -2.36884 -0.085 0.263 -0.011
O 0.20162 -2.60930 -3.20599 -0.144 -0.700 -0.177
H 2.24791 -1.90872 -1.98189 0.832 -0.441 -0.653
H 1.53733 -0.49594 -1.51943 -0.334 0.369 0.606
O 1.82265 -1.80541 -1.14253 -0.303 0.604 0.547
H -3.79303 0.26025 -0.02474 0.241 0.240 -0.494
H -4.76473 -0.34606 0.84183 -0.361 -0.063 -0.076
O -4.59027 -0.26913 -0.10603 -0.011 -0.075 0.284
H 3.39094 2.48045 1.45580 -0.405 -0.687 0.136
H 2.07788 2.89898 2.27775 0.441 -0.713 -0.047
O 2.87000 3.20044 1.81167 0.293 1.501 -0.272
H -2.96836 1.20601 2.03436 -0.316 0.380 -0.002
H -3.09195 -0.08799 2.62640 0.404 -1.006 0.583
O -3.65914 0.63284 2.38860 -0.169 0.629 -0.154
H 2.78161 -2.06847 0.24117 -0.151 -0.321 -0.008
H 2.07953 -2.41105 1.52880 0.063 -0.154 0.084
O 2.97550 -2.30236 1.19152 -0.136 0.046 0.119
H 3.41814 -0.44435 1.44424 0.073 -0.182 -0.345
H 2.86901 0.15036 0.15787 0.173 -0.154 -0.129
O 3.49731 0.33165 0.86604 0.005 0.573 0.287
H -0.08346 -0.26144 -4.53447 0.177 -0.047 0.051
H 0.51605 0.65502 -3.37245 -0.009 -0.523 -0.438
O -0.02630 0.63701 -4.20596 -0.161 0.500 0.088
H 1.47882 0.97743 3.19406 0.795 -0.871 0.045
H 0.25332 1.63402 2.74341 -0.192 -0.064 0.220
O 1.05565 1.81962 3.25649 -0.895 0.748 0.023

=====

# 3
43
Properties=species:S:1:pos:R:3:forces:R:3 method="wB97M-V/def2-TZVPD" molar_mass_g_mol=248.269 lumo_ev="-5.35 / -9.10" e_tot_ev=-26100.723 orbital_gap_ev="8.548 / 4.771" de_lowest_ev=3.115 total_charge=+1 spin_multiplicity=2
O 0.75630 -0.19957 -1.29160 -1.936 -1.277 1.849
C -0.09043 -0.38285 -0.43796 2.056 1.277 -1.383
C -0.61537 1.02421 0.09653 0.359 -1.567 0.862
C -0.00935 1.15355 1.47839 0.733 -0.626 3.144
C -0.31784 2.56477 1.88899 -1.963 2.625 -1.332
C -0.69327 0.26668 2.60097 -2.005 3.441 -0.592
H -0.34003 -1.34929 0.05293 0.088 0.431 -0.352
H -0.42714 1.83099 -0.56084 0.903 0.698 -0.810
H -1.69872 0.94941 0.08892 -0.587 -0.691 0.323
H 1.18507 1.13021 1.67740 -2.612 -0.591 -1.282
H -1.36700 2.75505 2.27173 1.245 -0.866 -0.187
H -0.37966 3.12894 0.90968 0.887 0.536 1.458
H 0.35272 2.93458 2.65259 0.380 0.291 -0.295
H -1.83037 0.52743 2.83235 2.353 -0.016 -0.891
H -0.75642 -0.68423 2.28547 0.188 -3.874 -0.514
H -0.18134 0.41064 3.52252 0.631 -0.269 0.589
H 0.01092 4.38838 -1.78240 -1.144 -0.222 0.150
H -0.65411 3.11578 -2.20786 -0.296 0.724 -0.025
O -0.87128 3.94597 -1.72997 1.046 -0.132 0.189
H -1.85524 -2.56239 0.68775 -0.683 -2.995 2.591
H -2.77280 -3.45602 1.67677 -0.428 0.104 0.066
O -1.85388 -3.27667 1.48041 0.138 2.722 -2.097
H -0.45981 -3.28699 -0.42447 -0.345 -1.195 -0.531
H -1.47138 -4.08184 -1.39330 -0.751 -2.641 -0.393
O -1.14138 -3.26929 -1.13528 1.134 3.929 0.258
H 2.82043 -0.02815 -0.57570 -1.669 -0.326 -2.742
H 4.21463 0.51783 -0.29608 12.571 6.469 -5.531
O 3.53276 0.17735 -0.06120 -10.869 -6.096 8.185
H 0.83968 -1.60655 -3.61788 3.694 -0.601 1.877
H -0.67645 -1.81628 -3.29836 -1.715 -1.244 2.620
O -0.01571 -1.58682 -3.87405 -1.952 1.731 -4.482
H 0.11076 -3.05059 1.70735 0.247 -0.180 -0.875
H 0.79956 -4.15427 0.98558 0.493 -1.187 -0.144
O 0.58138 -3.24432 0.85792 0.067 1.508 1.209
H 0.85750 1.30621 -2.32270 -0.706 2.825 -2.057
H 0.73033 1.85599 -3.79515 -0.133 0.140 0.065
O 0.59691 2.15317 -2.88249 1.213 -3.193 1.375
H 3.05642 -1.33177 2.18697 0.186 0.607 1.857
H 3.14191 0.00652 1.82602 0.392 0.097 2.058
O 3.11556 -0.48049 2.72300 -0.533 -0.740 -3.914
H -3.39636 2.30573 1.65760 0.029 0.275 -0.212
H -2.61092 2.73007 0.34069 -0.695 0.081 0.510
O -3.06124 2.00023 0.80711 -0.012 0.019 -0.590

=====

# 4
46
Properties=species:S:1:pos:R:3:forces:R:3 method="wB97M-V/def2-TZVPD" molar_mass_g_mol=296.266 lumo_ev=5.28 e_tot_ev=-32259.985 orbital_gap_ev=8.692 de_lowest_ev=0.000 total_charge=-2
O -0.37033 -2.67506 1.73410 -0.236 0.179 -0.190
C 0.21352 -1.58219 1.83536 0.072 -0.274 0.243
O 1.34246 -1.29751 1.31246 -0.817 0.448 0.297
C -0.43150 -0.46265 2.68113 0.245 1.059 -0.253
C -1.73825 0.13933 2.12227 0.193 0.018 0.362
C -1.49943 1.04630 0.90365 -0.248 -0.845 0.122
C -2.68808 1.95773 0.58047 -0.104 0.562 -1.283
O -3.13421 1.89146 -0.79014 0.174 0.126 0.858
H -0.54813 -0.67030 3.74933 -0.069 -0.728 -0.220
H 0.31666 0.33552 2.66471 -0.029 0.158 0.050
H -2.44000 -0.66963 1.88561 0.080 0.108 -0.165
H -2.22552 0.72908 2.91185 0.141 -0.017 0.032
H -1.33916 0.36669 0.06899 -0.058 0.047 -0.265
H -0.55105 1.57741 1.00978 -0.120 0.321 0.201
H -3.55033 1.74933 1.22158 0.088 -0.138 0.229
H -2.42429 3.01482 0.68406 0.091 -0.035 0.541
H 0.88315 -0.10524 -1.95938 -0.274 0.485 -0.090
H -0.21525 0.87435 -1.74287 -0.093 -0.147 -0.271
O 0.72288 0.87209 -2.01144 -0.315 -1.094 0.343
H 3.50356 0.48279 0.56315 0.193 0.085 0.182
H 2.13218 0.64353 0.08727 -0.647 -0.059 -0.083
O 2.93774 1.16302 0.17771 0.371 -0.368 0.360
H -2.22429 -2.63770 -0.22068 -0.184 0.393 0.040
H -3.05341 -1.52122 -0.98119 0.429 -0.837 0.240
O -3.10939 -2.40788 -0.53701 -0.235 0.474 -0.223
H 0.02557 -2.27331 -1.04934 -0.372 0.410 0.392
H -1.00070 -1.32859 -2.00685 0.492 0.225 0.659
O -0.07096 -1.75526 -1.85425 0.185 -0.081 -0.804
H 2.93874 -3.07625 -0.33395 -0.089 0.024 0.292
H 2.26433 -2.49046 0.96366 0.816 0.016 -0.564
O 3.11184 -2.92884 0.60493 -0.105 -0.284 -0.051
H 0.36222 -3.37385 -2.63102 -0.137 -0.224 0.225
H -0.17700 -4.48465 -1.73113 0.244 0.079 -0.291
O 0.43612 -4.33756 -2.46693 -0.083 -0.176 -0.035
H 1.41093 3.43984 -1.39284 1.077 -0.086 -0.497
H 0.23890 2.65313 -0.98484 -0.297 -0.499 0.090
O 0.55721 3.54884 -0.99689 -0.658 0.890 0.505
H -1.98262 0.50755 -2.67206 -0.198 -0.887 0.203
H -2.77040 1.05410 -1.16800 -0.131 -0.384 -0.190
O -2.09253 -0.18382 -1.98759 0.227 0.574 -0.602
H 2.93455 2.64903 2.12817 0.431 0.084 -0.118
H 2.02621 1.69013 2.72863 0.589 -0.106 0.498
O 2.85162 2.16470 2.95728 -0.968 -0.049 -0.310
H 2.15024 1.67298 -2.30598 0.050 0.390 -0.576
H 3.28493 1.86039 -1.44523 0.481 0.133 0.362
O 2.99126 2.17784 -2.30654 -0.203 0.032 -0.243